15
Properties=species:S:1:pos:R:3:forces:R:3 method="wB97M-V/def2-TZVPD" spin_multiplicity=2 charge=-1 de_lowest_kj_mol=235.6 s2=0.75 lumo_ha="0.1443 / 0.1402"
C 0.3980 0.4689 -1.7513 3.1 3.6 -0.7
C -0.1223 0.1157 -0.5627 -0.5 0.4 0.2
N 0.5466 0.6962 0.5559 -1.5 -2.1 0.4
C 1.5642 1.3199 0.1089 1.1 1.6 -3.2
N 1.5087 1.4937 -1.2939 -4.5 -3.5 2.0
H 0.1569 0.4572 -2.8862 0.3 -0.3 2.6
H -1.0322 -0.4989 -0.4739 0.6 0.5 0.4
H 2.4295 1.8172 0.5996 -1.1 -0.5 0.0
H 2.3234 1.6234 -1.7750 2.4 0.4 -1.7
H -0.2393 -2.7894 0.4009 1.7 0.4 0.4
H -1.5924 -2.7068 0.1340 -3.3 2.2 -0.1
O -0.9472 -3.3401 0.1192 1.7 -2.6 -0.2
H -1.9329 0.9881 1.8307 -0.4 0.4 -0.5
H -1.0320 0.1405 2.6079 -2.2 -0.2 -0.4
O -2.0288 0.2144 2.3859 2.6 -0.2 0.8

82
Properties=species:S:1:pos:R:3:forces:R:3 method="wB97M-V/def2-TZVPD" charge=0 lumo_ha=0.0029
C 1.5487 -0.8194 1.5258 0.2 0.8 -0.3
C 1.1921 -0.3975 0.0766 -0.6 -0.6 0.5
C -0.3087 -0.0605 0.0507 0.2 0.1 -0.1
C -1.2043 -0.8699 0.7376 -0.9 -0.1 0.0
C -2.5721 -0.6043 0.6987 -0.1 -0.4 0.2
C -3.0920 0.4616 -0.0127 0.4 -0.1 -0.1
C -2.2128 1.2609 -0.7078 0.4 -0.1 -0.1
C -0.8387 0.9950 -0.6733 -0.4 0.6 -0.4
C 2.1068 0.7750 -0.2076 0.7 -0.3 0.2
O 1.9403 1.3802 -1.5049 -0.2 -0.4 0.3
S 2.2425 0.4415 -2.7374 0.2 0.4 -2.2
O 1.5117 0.9999 -3.8357 -0.3 0.1 0.4
O 3.6445 0.2837 -2.9588 0.1 -0.3 1.0
C 1.4749 -1.1313 -2.3886 -0.5 0.2 0.7
C 1.4073 -1.5817 -0.9109 0.4 -0.3 -0.1
P 2.8094 -2.6751 -0.4806 1.3 0.5 -0.6
O 4.0237 -1.9650 -0.0768 -0.1 0.1 0.3
O 2.2947 -3.7568 0.5736 -0.3 0.1 0.1
O 3.0943 -3.5607 -1.7895 -0.9 0.1 0.3
H 1.1254 -0.0666 2.1865 -0.1 -0.1 0.2
H 2.6265 -0.7815 1.6616 0.1 -0.3 0.0
H 1.1576 -1.7939 1.7790 -0.1 -0.1 0.1
H -0.8925 -1.7412 1.2925 0.2 0.0 0.1
H -3.2802 -1.2424 1.2109 0.2 -0.2 0.2
H -4.1531 0.6418 -0.0486 -0.2 0.0 0.1
H -2.6017 2.0724 -1.3029 0.2 0.2 -0.1
H -0.1981 1.6377 -1.2560 0.0 0.0 0.0
H 1.9523 1.5290 0.5570 -0.2 0.4 -0.3
H 3.1451 0.4536 -0.1086 0.1 -0.1 -0.1
H 1.9706 -1.8389 -3.0429 0.2 0.0 0.0
H 0.4542 -1.0177 -2.7411 -0.1 0.2 -0.1
H 0.5113 -2.1983 -0.8277 0.0 -0.2 0.0
H 2.6640 -3.5369 1.4386 0.0 -0.2 0.1
H 2.2651 -3.9807 -2.0630 0.3 -0.3 -0.2
C -6.2928 -3.3347 1.5206 0.1 0.0 0.0
O -5.5831 -2.8050 2.6273 -0.1 -0.1 0.0
C -6.4338 -2.2447 3.6175 0.3 0.1 0.0
C -6.6163 -3.1778 4.7936 -0.3 0.0 0.0
O -7.3250 -4.3511 4.4285 0.1 0.0 -0.1
C -6.4883 -5.4786 4.2443 -0.1 0.0 0.0
H -5.5928 -3.9250 0.9311 0.0 0.0 0.0
H -7.1156 -3.9780 1.8395 0.0 0.0 0.0
H -6.6854 -2.5263 0.8943 -0.1 0.0 0.0
H -7.4038 -1.9791 3.1874 0.0 0.0 0.0
H -5.9567 -1.3246 3.9701 0.0 0.0 0.0
H -7.2087 -2.6665 5.5587 0.0 0.0 0.0
H -5.6461 -3.4319 5.2311 0.0 0.0 0.0
H -6.1269 -5.8500 5.2093 0.1 0.0 0.0
H -5.6346 -5.2482 3.6024 0.0 0.0 0.0
H -7.0839 -6.2577 3.7718 0.0 0.0 0.0
C 8.4228 1.5764 -4.5062 0.0 0.0 0.0
O 8.1340 2.1769 -5.7560 0.0 -0.1 0.0
C 8.4209 1.3375 -6.8628 0.0 0.3 -0.1
C 7.1693 0.6931 -7.4172 0.1 -0.3 0.0
O 6.5991 -0.2205 -6.4968 0.0 0.1 0.1
C 5.4767 0.3049 -5.8025 0.0 -0.1 0.0
H 7.9751 2.1962 -3.7313 0.0 0.0 0.0
H 8.0053 0.5696 -4.4359 0.0 0.0 0.0
H 9.5056 1.5341 -4.3425 0.0 -0.1 0.0
H 9.1516 0.5706 -6.5879 0.0 0.0 0.0
H 8.8672 1.9680 -7.6388 0.0 0.0 0.0
H 7.4349 0.1259 -8.3158 0.0 0.0 0.0
H 6.4429 1.4599 -7.7034 0.0 0.0 0.0
H 4.6099 0.3637 -6.4697 0.0 0.1 0.0
H 5.6828 1.2940 -5.3892 0.0 0.0 0.0
H 5.2420 -0.3715 -4.9843 0.0 0.0 0.0
C -1.6209 2.4495 2.9163 0.0 -0.2 -0.1
O -2.6676 3.2356 2.3800 0.1 0.1 0.2
C -3.7239 3.4562 3.3009 -0.1 0.0 -0.3
C -3.6534 4.8365 3.9152 0.0 0.0 0.3
O -2.5090 4.9861 4.7401 0.1 0.0 -0.1
C -1.4578 5.7016 4.1163 0.0 0.0 0.1
H -0.7723 2.5074 2.2347 -0.1 0.0 -0.1
H -1.3028 2.7973 3.9024 -0.1 0.0 0.0
H -1.9441 1.4039 2.9829 0.1 0.0 0.1
H -3.7214 2.6905 4.0827 0.0 0.0 0.0
H -4.6623 3.3676 2.7435 0.0 0.0 0.0
H -4.5323 4.9846 4.5507 0.0 0.0 0.0
H -3.6693 5.6010 3.1327 0.0 0.0 0.0
H -1.7032 6.7671 4.0535 0.0 0.0 -0.1
H -1.2471 5.3190 3.1148 0.0 0.0 0.0
H -0.5679 5.5845 4.7326 0.0 0.0 0.0

70
Properties=species:S:1:pos:R:3:forces:R:3 method="wB97M-V/def2-TZVPD" charge=-1 de_lowest_kj_mol=102.1 lumo_ha="0.1028 / 0.1028"
Os 0.7744 -0.6217 -0.1151 -4.2 0.1 2.6
C -0.0029 0.3748 1.9523 0.6 -0.1 0.2
C -1.1535 0.2933 1.1362 0.0 -0.8 -0.2
C -0.9117 1.1120 -0.0152 0.5 0.0 -1.1
C 0.4336 1.5748 0.0976 0.5 0.6 -0.1
C 0.9915 1.1475 1.3478 0.8 0.6 -0.2
C 2.2172 1.7443 2.0041 -0.1 0.0 0.1
C 3.2409 2.1602 0.9497 0.1 0.0 0.0
C 2.8697 0.7406 2.9510 0.1 -0.1 0.0
C 1.7878 2.9850 2.8038 0.0 0.0 0.0
C -1.8354 1.6967 -1.1024 -0.1 -0.2 0.1
C -2.3296 0.6773 -2.1379 -0.2 0.1 0.0
C -3.0473 2.3715 -0.4416 0.0 0.0 0.1
C -1.1092 2.8010 -1.8836 0.0 0.0 0.0
C -2.3630 -0.5053 1.6347 0.1 -0.1 -0.1
C -3.2098 -1.1157 0.5184 0.0 0.0 0.0
C -3.2347 0.3886 2.5283 0.0 0.1 0.0
C -1.8752 -1.6889 2.4916 0.0 0.0 0.0
H 0.0947 -0.0594 2.9356 0.0 -0.2 -0.1
H 0.8893 2.3342 -0.5136 0.0 0.0 -0.1
H 3.4564 1.3149 0.2935 0.0 0.0 0.0
H 4.1663 2.4938 1.4308 0.0 0.0 0.0
H 2.8673 2.9825 0.3339 0.0 0.0 0.0
H 3.2278 -0.1236 2.3867 0.0 0.0 0.0
H 2.1672 0.3869 3.7120 0.0 0.0 0.0
H 3.7173 1.2015 3.4685 0.0 0.0 0.0
H 1.2832 3.7022 2.1511 0.0 0.0 0.0
H 2.6514 3.4795 3.2622 0.0 0.0 0.0
H 1.0889 2.7063 3.5981 0.0 0.0 0.0
H -3.0038 -0.0595 -1.7102 0.1 0.1 -0.1
H -1.4949 0.1461 -2.5727 0.1 -0.1 -0.1
H -2.8657 1.1967 -2.9408 0.0 0.0 0.0
H -3.7444 1.6478 -0.0185 0.1 0.0 0.0
H -3.5943 2.9556 -1.1877 0.0 0.0 0.0
H -2.7302 3.0465 0.3593 0.0 0.0 0.0
H -0.2624 2.4057 -2.4400 0.0 0.0 0.0
H -0.7580 3.5979 -1.2243 0.0 0.0 0.0
H -1.8079 3.2366 -2.6032 0.0 0.0 0.0
H -3.7717 -0.3661 -0.0354 0.0 0.0 0.1
H -3.9353 -1.8120 0.9503 0.0 0.0 0.0
H -2.5720 -1.6626 -0.1797 0.0 0.0 0.0
H -3.6677 1.2214 1.9719 0.0 -0.1 0.1
H -2.6354 0.8075 3.3410 0.0 0.0 0.0
H -4.0521 -0.1944 2.9669 0.0 0.0 0.0
H -1.1091 -2.2533 1.9550 -0.1 0.0 0.0
H -2.7161 -2.3548 2.7054 0.0 0.0 0.0
H -1.4664 -1.3653 3.4511 0.0 0.0 0.0
S 1.1791 -3.3230 -1.7334 0.5 0.0 -0.6
C 1.7918 -3.3929 -0.1501 -0.2 -0.7 0.1
C 2.7590 -4.3469 0.2305 -0.6 0.0 -0.3
C 3.2331 -4.3446 1.5064 0.3 -0.1 0.3
C 2.6862 -3.4321 2.4205 -0.3 0.0 0.0
C 1.7455 -2.5417 1.9802 -0.2 -0.2 0.5
N 1.3293 -2.4433 0.6943 1.6 0.7 -0.6
H 3.1200 -5.0483 -0.5092 0.0 0.1 0.0
H 4.0034 -5.0435 1.8096 0.0 0.0 0.0
H 2.9811 -3.4211 3.4607 0.0 0.0 0.0
H 1.2517 -1.8683 2.6655 0.2 0.2 -0.1
C 0.8335 -1.5583 -1.7535 0.6 0.4 -0.8
C 0.5388 -1.1174 -3.1394 0.1 -0.3 0.2
C 0.8541 0.1932 -3.5091 0.1 0.2 -0.2
C 0.5627 0.6899 -4.7699 0.0 0.0 0.1
C -0.0562 -0.1134 -5.7221 0.0 0.0 0.0
C -0.3275 -1.4335 -5.3948 0.0 -0.1 0.1
C -0.0151 -1.9317 -4.1328 -0.2 -0.1 -0.2
H 1.3611 0.7975 -2.7679 0.0 0.1 0.0
H 0.8248 1.7139 -5.0137 0.0 0.0 0.0
H -0.3011 0.2758 -6.7032 0.0 0.0 0.0
H -0.7859 -2.0882 -6.1277 0.0 0.0 0.0
H -0.2346 -2.9707 -3.9083 -0.1 0.0 0.0

88
Properties=species:S:1:pos:R:3:forces:R:3 method="wB97M-V/def2-TZVPD" charge=0 de_lowest_kj_mol=185.3 lumo_ha=0.0086
C -3.6905 3.2916 1.5568 0.2 0.3 0.9
O -2.6945 4.2609 1.6069 2.8 0.9 -0.2
C -1.6617 4.1344 2.6489 -1.1 -1.3 -0.7
C -0.7656 2.8094 2.6678 -0.2 0.7 -0.8
O -0.0791 2.7782 1.3961 -0.4 1.1 -0.2
C 1.0907 1.9904 1.2910 -0.2 0.8 1.6
C 2.2299 2.6092 2.1411 -0.3 -1.2 -0.8
O 2.1452 2.1310 3.4596 0.7 0.3 1.2
C 3.1634 2.5087 4.4146 0.2 -0.7 -0.6
H -4.1925 3.4026 0.5957 0.1 -0.3 0.1
H -4.3765 3.5513 2.3631 -0.6 -0.5 0.1
H -3.2526 2.3079 1.7257 -0.4 -0.3 -0.3
H -2.2436 4.3691 3.5402 0.4 -0.7 0.8
H -0.9403 4.9472 2.5644 -0.2 0.0 -0.6
H -1.1979 1.8160 2.7876 -0.9 0.1 0.0
H -0.1035 2.8703 3.5315 0.3 0.5 -0.1
H 1.4964 1.9853 0.2794 -0.7 0.1 -0.3
H 0.7503 0.9994 1.5914 0.9 -0.5 0.1
H 2.1379 3.6893 2.0270 0.0 0.2 0.3
H 3.1428 2.2985 1.6329 0.6 0.0 0.3
H 2.8517 2.1892 5.4090 -0.6 0.6 -0.1
H 3.5025 3.5428 4.3536 -0.7 0.3 0.1
H 4.0951 1.9487 4.3334 0.1 -0.4 -0.8
C 8.5292 -0.0151 -7.4999 -0.8 1.1 -0.2
O 8.4151 -0.3017 -6.1277 1.3 -0.8 0.4
C 9.2258 0.5512 -5.2759 -1.9 -0.5 0.0
C 9.0270 0.1332 -3.7774 0.7 -1.6 -0.2
O 9.5692 -1.1911 -3.3398 0.6 1.8 0.8
C 9.0937 -2.3242 -4.0348 0.7 0.5 -1.4
C 9.4275 -3.7016 -3.4298 -1.1 0.3 1.2
O 9.3216 -4.8280 -4.2848 0.5 0.1 -1.8
C 10.0391 -4.7540 -5.5724 -0.4 1.0 1.6
H 9.5400 0.0886 -7.8943 0.3 -0.3 0.3
H 8.0172 0.9307 -7.6770 0.2 0.6 -0.1
H 7.9464 -0.6770 -8.1405 0.2 -0.7 0.5
H 8.8056 1.5299 -5.5076 -0.1 0.6 0.9
H 10.2639 0.6958 -5.5752 0.3 -0.9 0.0
H 8.0014 0.0872 -3.4112 -0.3 0.4 -0.7
H 9.5439 0.8837 -3.1793 0.2 -0.2 0.1
H 9.6804 -2.2775 -4.9522 -0.6 -0.2 -0.6
H 8.0397 -2.1180 -4.2209 -0.2 -0.8 -0.3
H 8.6696 -3.9436 -2.6847 -0.1 0.1 0.2
H 10.3497 -3.6685 -2.8497 0.6 0.1 -0.4
H 9.7087 -3.8639 -6.1079 -0.1 -0.2 -0.2
H 9.8588 -5.6316 -6.1932 -0.1 -0.1 0.5
H 11.0953 -4.6067 -5.3471 0.2 -0.3 -0.2
C 3.9359 -4.8893 4.9804 0.6 0.8 1.2
C 3.7536 -4.6254 3.5557 -0.3 0.8 -2.6
O 3.7419 -5.9292 2.8985 0.4 -0.2 1.4
C 3.6327 -6.2552 1.6557 -1.9 2.8 -2.6
O 3.4517 -5.5461 0.6623 0.9 -1.1 2.2
C 3.5096 -7.7371 1.4902 -0.6 -3.0 1.7
F 3.3589 -8.4456 2.6713 -0.5 1.1 -0.5
F 2.4245 -8.0741 0.7460 1.4 0.5 0.2
F 4.6513 -8.2392 1.0485 0.2 0.1 -1.5
H 4.8999 -5.3609 5.1715 -0.4 -0.7 0.0
H 3.0536 -5.3732 5.3994 0.4 -0.3 0.1
H 4.0893 -3.9391 5.4919 -0.4 0.3 0.0
H 4.4703 -3.9679 3.0637 0.8 -0.4 0.2
H 2.8543 -4.0652 3.2996 -0.6 -0.6 0.2
C -7.4301 7.5622 10.0843 -0.7 -0.4 -0.7
C -7.8651 7.5035 8.5898 0.7 0.4 0.0
O -8.9609 6.6070 8.2638 0.2 -3.7 0.0
C -8.7074 5.2228 7.9666 6.1 2.2 -0.9
O -7.5224 4.7642 7.8317 -5.7 1.8 1.2
C -9.9347 4.4604 7.4378 0.6 -0.3 -0.9
F -10.2355 3.4189 8.1834 0.0 -0.4 0.6
F -10.9961 5.2329 7.3499 -0.3 0.2 -0.3
F -9.6026 3.9743 6.1995 -0.4 0.7 0.9
H -8.3097 7.8225 10.6730 0.2 0.0 0.2
H -6.6161 8.2618 10.2745 -0.3 0.4 -0.4
H -6.9991 6.6270 10.4417 -0.4 -0.3 -0.2
H -6.9854 7.3632 7.9616 -0.1 -0.7 -0.1
H -8.2951 8.4301 8.2097 0.1 0.3 0.6
C -11.3801 -2.6751 -9.4197 0.6 0.6 1.7
C -10.3509 -3.1854 -8.4095 0.7 -1.6 -1.1
O -10.5052 -2.9289 -6.9973 0.4 2.7 1.7
C -9.9207 -1.7894 -6.3989 1.0 0.6 -2.5
O -9.1427 -1.0265 -6.9601 -2.0 -1.9 1.2
C -10.2500 -1.5100 -4.8599 -0.4 -0.6 -0.3
F -11.2072 -0.4895 -4.6802 2.1 -2.2 -0.4
F -10.6941 -2.6673 -4.3018 0.1 1.5 -0.1
F -9.0758 -1.1717 -4.2622 -1.8 0.0 -0.5
H -12.3174 -3.2189 -9.3025 -0.1 0.4 -0.3
H -10.9189 -2.7464 -10.4047 -0.3 -0.3 0.0
H -11.4115 -1.6166 -9.1612 -0.9 0.2 -0.4
H -9.3861 -2.9318 -8.8488 0.3 0.4 0.9
H -10.3827 -4.2748 -8.4298 0.1 -0.1 0.1